Entry from OMol25: a 14-piece molecular cluster, C52H93Br26IO6 overall in a non-equilibrium geometry (ωB97M-V/def2-TZVPD).

The geometry in XYZ format:
```
178
C52H93Br26IO6 | OMol25 | ωB97M-V/def2-TZVPD
C -0.789 2.356 -1.048
C -0.203 2.951 -2.369
O 0.104 1.965 -3.371
C 1.036 1.065 -2.922
C 0.713 -0.162 -2.512
C -0.777 -0.536 -2.561
I -1.451 -1.846 -0.980
C -1.115 -1.100 -4.016
C 0.122 -1.678 -4.765
C 1.862 -1.058 -2.081
O 1.767 -2.027 -1.440
C 3.299 -0.715 -2.562
C 4.329 -1.881 -2.482
C 4.793 -1.994 -0.979
C 5.588 -0.701 -0.553
C 5.232 -0.108 0.876
C 5.025 1.462 0.707
C 5.774 2.323 1.795
C 7.125 2.931 1.227
C 7.192 4.489 1.162
C 6.144 5.152 0.199
C 6.764 5.590 -1.184
C 7.153 7.096 -1.305
O 6.141 8.007 -0.917
C 5.522 8.617 -2.038
C 3.639 0.495 -3.012
C 5.020 0.911 -3.549
C 5.170 0.790 -5.103
O 3.928 0.520 -5.791
C 4.159 -0.629 -6.533
O 3.621 -1.593 -6.227
C 2.512 1.565 -2.973
O 2.813 2.692 -3.010
H -0.697 3.160 -0.278
H -0.240 1.483 -0.643
H -1.869 2.116 -1.114
H 0.616 3.637 -2.075
H -1.001 3.598 -2.803
H -1.390 0.386 -2.473
H -1.509 -0.244 -4.619
H -1.947 -1.841 -3.991
H -0.271 -2.169 -5.695
H 0.687 -2.450 -4.202
H 0.828 -0.899 -5.137
H 3.759 -2.794 -2.776
H 5.192 -1.762 -3.163
H 3.935 -2.160 -0.300
H 5.502 -2.848 -0.916
H 5.410 0.146 -1.245
H 6.690 -0.888 -0.546
H 4.302 -0.563 1.288
H 6.089 -0.225 1.577
H 3.934 1.682 0.777
H 5.386 1.824 -0.277
H 5.909 1.803 2.767
H 5.097 3.186 2.017
H 7.358 2.553 0.209
H 7.922 2.617 1.946
H 8.214 4.741 0.777
H 7.128 4.979 2.160
H 5.252 4.527 -0.022
H 5.760 6.070 0.698
H 5.981 5.384 -1.954
H 7.655 4.984 -1.468
H 8.117 7.334 -0.790
H 7.350 7.280 -2.393
H 6.249 9.103 -2.725
H 4.825 9.411 -1.681
H 4.877 7.868 -2.563
H 5.227 1.936 -3.177
H 5.806 0.263 -3.100
H 5.650 1.710 -5.518
H 5.889 -0.034 -5.339
H 4.875 -0.648 -7.384
Br -3.642 -0.375 3.498
C -4.879 -1.106 2.183
C -5.037 -2.596 2.344
Br -3.501 -3.549 1.626
H -4.505 -0.819 1.203
H -5.823 -0.599 2.370
H -5.889 -2.955 1.767
H -5.149 -2.909 3.379
Br -2.388 6.159 -0.247
C -1.399 5.854 1.406
C 0.032 6.305 1.276
Br 1.067 5.012 0.244
H -1.497 4.798 1.644
H -1.920 6.439 2.161
H 0.506 6.346 2.258
H 0.137 7.268 0.784
Br -1.951 8.222 3.999
C -0.973 7.904 5.654
C 0.458 8.348 5.536
Br 1.518 7.075 4.509
H -1.077 6.848 5.886
H -1.496 8.489 6.408
H 0.930 8.383 6.516
H 0.567 9.312 5.052
Br -1.888 -4.814 4.925
C -1.587 -3.146 5.882
C -2.392 -3.094 7.154
Br -4.268 -2.704 6.791
H -1.819 -2.338 5.192
H -0.521 -3.134 6.103
H -2.052 -2.278 7.790
H -2.365 -4.023 7.718
Br -3.316 -4.915 -3.769
C -2.729 -5.348 -1.964
C -3.443 -6.567 -1.445
Br -5.268 -6.147 -0.913
H -2.890 -4.461 -1.358
H -1.659 -5.537 -2.046
H -2.959 -6.939 -0.543
H -3.506 -7.371 -2.174
Br -2.507 -5.075 10.317
C -4.444 -5.286 10.299
C -4.835 -6.717 10.048
Br -4.629 -7.182 8.169
H -4.831 -4.597 9.552
H -4.773 -4.965 11.286
H -5.891 -6.869 10.265
H -4.246 -7.429 10.619
Br -4.705 -8.173 -5.506
C -6.017 -6.942 -4.751
C -7.413 -7.283 -5.198
Br -7.731 -6.704 -7.031
H -5.710 -5.940 -5.033
H -5.923 -7.055 -3.671
H -8.149 -6.746 -4.599
H -7.628 -8.347 -5.159
Br 0.762 -5.906 -4.545
C -0.461 -6.632 -5.879
C -0.646 -8.116 -5.706
Br 0.889 -9.108 -6.382
H -0.065 -6.360 -6.853
H -1.402 -6.110 -5.716
H -1.492 -8.466 -6.295
H -0.783 -8.412 -4.670
Br -1.414 -3.467 -7.110
C -3.043 -3.164 -8.132
C -4.133 -4.102 -7.691
Br -3.848 -5.892 -8.402
H -2.787 -3.265 -9.182
H -3.319 -2.130 -7.930
H -5.097 -3.788 -8.089
H -4.206 -4.196 -6.611
Br 7.618 11.493 -3.532
C 8.516 12.419 -2.074
C 8.144 11.830 -0.740
Br 6.368 12.407 -0.191
H 8.265 13.471 -2.162
H 9.580 12.286 -2.267
H 8.813 12.192 0.039
H 8.142 10.743 -0.734
Br -5.764 -9.570 5.142
C -4.249 -10.455 5.989
C -4.671 -11.723 6.681
Br -5.565 -11.348 8.371
H -3.793 -9.731 6.659
H -3.559 -10.675 5.176
H -3.801 -12.321 6.948
H -5.353 -12.328 6.090
Br -1.563 7.485 9.288
C -3.062 8.522 9.976
C -4.351 8.148 9.292
Br -4.465 8.927 7.510
H -2.803 9.570 9.858
H -3.109 8.281 11.037
H -5.203 8.556 9.833
H -4.480 7.076 9.177
Br -9.028 -6.498 -1.542
C -8.325 -4.718 -1.909
C -9.395 -3.808 -2.450
Br -9.768 -4.194 -4.323
H -7.485 -4.842 -2.587
H -7.961 -4.354 -0.950
H -9.060 -2.772 -2.435
H -10.337 -3.887 -1.915
```

Properties
orbital gap	8.431	eV
total energy	-69710.55075	a.u.
multiplicity	1
LUMO	-0.280	eV
max |F|	0.093	hartree/bohr